# 1
This record from the OMol25 dataset describes C50H37GeN3OP2S4Ta as an isolated structure. The level of theory is ωB97M-V/def2-TZVPD.

Positions of all 99 atoms, in Å:
Ta 0.031740 -0.932151 -1.347091
S 2.634976 -0.013106 0.368519
P 1.469574 1.037177 1.627585
C 0.103981 1.357048 0.483286
P -0.131388 2.483022 -0.841998
S -0.667152 1.302253 -2.469236
C -1.422123 3.665620 -0.516942
C -2.324312 3.506749 0.552706
C -3.343131 4.457074 0.737102
C -3.453643 5.562778 -0.120877
C -2.569239 5.676661 -1.207814
C -1.534145 4.746958 -1.397927
C 1.421728 3.296925 -1.069414
C 1.627825 4.533133 -0.444715
C 2.856126 5.191087 -0.593164
C 3.878437 4.626332 -1.373590
C 3.643137 3.411361 -2.030522
C 2.417321 2.745361 -1.889022
C 2.195793 2.573698 2.127782
C 3.564441 2.806976 1.924092
C 4.134819 4.031672 2.319013
C 3.324831 5.028816 2.879882
C 1.961083 4.777970 3.074823
C 1.387082 3.560846 2.693531
C 0.723659 0.262040 3.050230
C 1.390632 -0.745182 3.762574
C 0.727165 -1.418387 4.793490
C -0.598301 -1.118112 5.118252
C -1.258426 -0.124446 4.384753
C -0.603917 0.589005 3.384675
H -2.276781 2.617031 1.166684
H -4.028260 4.351860 1.576343
H -4.218367 6.306355 0.028934
H -2.678568 6.483073 -1.918381
H -0.844729 4.854675 -2.232060
H 0.870440 4.964184 0.200559
H 3.040328 6.099497 -0.043908
H 4.820471 5.135708 -1.472067
H 4.405157 2.967410 -2.652686
H 2.227215 1.796912 -2.398150
H 4.165511 2.020325 1.488853
H 5.198616 4.211963 2.193754
H 3.755730 5.968582 3.199746
H 1.323419 5.546873 3.503237
H 0.317668 3.391976 2.827669
H 2.417691 -0.989554 3.492329
H 1.258872 -2.186546 5.334522
H -1.127952 -1.659552 5.899591
H -2.293644 0.102629 4.599767
H -1.148909 1.334503 2.805306
S 0.987019 -3.193015 -1.013497
C 2.618527 -2.815668 -1.448811
C 3.683846 -3.485194 -0.820784
C 4.988782 -3.036372 -1.027208
C 6.056033 -3.661954 -0.325619
N 6.914996 -4.231139 0.248693
C 5.251309 -1.923726 -1.885883
C 4.206100 -1.327803 -2.601229
C 2.891611 -1.742166 -2.367104
S 1.597358 -0.882709 -3.165214
C 6.553929 -1.376774 -1.977689
N 7.626625 -0.895102 -2.045862
H 3.500228 -4.334103 -0.175690
H 4.426526 -0.485830 -3.243074
C -2.380479 -1.770774 -4.245694
Ge -2.141713 -2.002600 -2.320245
C -3.736262 -1.231524 -1.445426
C -4.946092 -1.905102 -1.615836
C -6.124008 -1.429659 -1.032294
C -6.126478 -0.277592 -0.251831
C -4.912014 0.415318 -0.061654
C -3.746110 -0.072356 -0.641421
C -2.011152 -3.938545 -1.932417
C -1.845534 -4.834575 -2.971376
C -1.600706 -6.211826 -2.735752
C -1.486928 -6.712208 -1.449541
C -1.645153 -5.823536 -0.341923
C -1.533262 -6.318621 0.996563
C -1.607146 -5.461421 2.071080
C -1.845224 -4.085057 1.851338
C -2.047243 -3.585003 0.574107
C -1.899843 -4.414983 -0.564694
H -3.283131 -2.244487 -4.640216
H -1.491937 -2.186315 -4.731572
H -2.390284 -0.691640 -4.450430
H -4.971068 -2.806750 -2.222707
H -7.041823 -1.970446 -1.213819
H -7.047039 0.064720 0.223165
H -4.886292 1.318119 0.523463
H -2.816110 0.471643 -0.484603
H -1.893307 -4.475615 -3.992433
H -1.528813 -6.876177 -3.588992
H -1.280016 -7.762148 -1.281236
H -1.365090 -7.380702 1.121938
H -1.471028 -5.842866 3.079188
H -1.837998 -3.392077 2.685869
H -2.210863 -2.518720 0.471652
O -0.194749 -1.181948 0.688330
N -0.730524 0.329904 0.198326

Forces on atoms 1 to 6 (eV/Å):
Ta 0.80 0.26 1.36
S -0.71 0.55 0.51
P 1.49 -0.50 -0.05
C -2.32 -4.23 0.48
P -0.41 1.23 -2.48
S 0.35 0.17 0.45

Results
- Energy relative to the best compared isomer or geometry (same formula, charge and spin): 0.0000 eV
- Frontier orbital gap (alpha / beta): 5.2918 / 4.1386 eV
- HOMO level (alpha / beta): -12.892 / -12.862 eV
- Energy: -6575.87988 a.u.
- Spin multiplicity: 2
- <S²>: 0.777
- Total charge: +2
- Maximum force: 4.9 eV/A



# 2
This record from the OMol25 dataset describes one molecule with the formula C8H10IN3. The level of theory is ωB97M-V/def2-TZVPD.

Positions of all 22 atoms, in Å:
C 0.211762 -0.676742 -0.921580
C -0.045904 0.193218 -1.839288
C 0.405971 1.282831 0.360519
C 0.047286 -0.217726 2.031801
C 0.909699 -1.241019 1.433146
C 0.292220 -1.770400 -0.036830
C -1.102861 -2.439258 -0.002696
C 0.171858 3.453653 -0.521477
N 0.118031 1.506567 -1.836891
N -0.120242 0.958224 1.501408
N 0.161540 2.066500 -0.654173
I -0.403362 -0.581570 -3.928910
H -0.594486 -0.459209 2.828061
H 1.977218 -0.853270 1.227800
H 0.822447 -2.156813 2.041570
H 1.151794 -2.507722 -0.247366
H -1.474763 -2.432901 -0.993973
H -1.749968 -1.843345 0.590418
H -1.082152 -3.546117 0.392667
H -0.065687 3.472812 0.480715
H 1.086508 4.009692 -0.816550
H -0.716909 3.782598 -1.088370

Forces on atoms 1 to 6 (eV/Å):
C 1.36 3.21 2.73
C 0.25 -1.32 -1.64
C 0.44 -4.80 -1.12
C 1.25 0.53 -1.06
C -0.12 -0.23 -0.42
C 1.31 -1.29 0.52

Results
- Energy relative to the best compared isomer or geometry (same formula, charge and spin): 5.9741 eV
- Frontier orbital gap (alpha / beta): 6.9586 / 6.9617 eV
- HOMO level (alpha / beta): -7.678 / -7.669 eV
- Energy: -772.53526 a.u.
- Spin multiplicity: 1
- Maximum force: 5.0 eV/A



# 3
This record from the OMol25 dataset describes C19H18BrCeN8O3S as an isolated structure. The level of theory is ωB97M-V/def2-TZVPD.

Positions of all 51 atoms, in Å:
Ce -0.087682 -0.872186 -0.257404
N -4.188582 -2.123686 -2.543504
C -2.961682 -1.721586 -2.119304
S -2.262082 -2.720786 -0.887004
N -2.443982 -0.684486 -2.700904
N -1.168382 -0.303786 -2.361304
C -0.696482 0.681414 -3.064004
C 0.608818 1.251614 -2.896104
C 0.899118 2.442114 -3.582804
C 2.081218 3.120014 -3.405504
C 3.025818 2.619714 -2.509904
C 2.812318 1.420714 -1.880804
C 1.631318 0.663214 -2.072104
O 1.543118 -0.519886 -1.558204
H -4.665782 -2.805286 -1.980504
H -4.739582 -1.479786 -3.085404
H -1.339782 1.126214 -3.831604
H 0.151118 2.827714 -4.262104
H 2.277618 4.033814 -3.945204
H 3.942618 3.164614 -2.331304
H 3.558218 0.996114 -1.222504
Br -1.016082 -1.887586 2.479896
C -1.605082 -0.130086 3.152296
C -2.127082 -0.144986 4.413396
C -2.463482 1.065714 5.033096
C -2.194282 2.241614 4.395496
C -1.659582 2.261914 3.091596
C -1.348882 3.481614 2.458396
C -0.887282 3.493314 1.173996
C -0.770882 2.293614 0.451396
C -1.009982 1.039614 1.007996
C -1.404582 1.041814 2.385896
H -2.264382 -1.078486 4.933596
H -2.907482 1.051714 6.015796
H -2.392182 3.189814 4.873196
H -1.485282 4.402614 3.008296
H -0.613482 4.426014 0.702096
H -0.489982 2.372214 -0.602904
N 0.729818 -3.569786 -1.221004
N 1.814018 -4.114386 -0.526504
C 2.420118 -3.367686 0.420496
N 3.539318 -3.782686 1.015496
N 1.794118 -2.228786 0.689396
N 2.336818 -1.257286 1.395896
O 3.367518 -1.414386 2.037296
O 1.715018 -0.198886 1.378996
H -0.144782 -4.086786 -1.081804
H 0.929318 -3.457786 -2.216204
H 2.176718 -5.028586 -0.773104
H 4.047918 -4.591786 0.704296
H 3.936818 -3.137386 1.700696

Forces on atoms 1 to 6 (eV/Å):
Ce -2.54 -0.84 0.65
N -0.34 0.01 -0.13
C 0.62 0.00 0.02
S 0.01 -0.18 0.27
N -0.61 0.41 -0.74
N -0.23 0.50 -0.89

Results
- Energy relative to the best compared isomer or geometry (same formula, charge and spin): 0.0000 eV
- Frontier orbital gap (alpha / beta): 6.2065 / 6.6504 eV
- HOMO level (alpha / beta): -6.770 / -7.199 eV
- Energy: -4845.87209 a.u.
- Spin multiplicity: 2
- <S²>: 0.751
- Maximum force: 2.8 eV/A